Here is 7 unconnected molecules or ions with the total composition C46H51F7N2O19PS2 at a distorted geometry from the OMol25 dataset. Energies are from ωB97M-V/def2-TZVPD.

Geometry as ORCA input:
```
! wB97M-V def2-TZVPD RIJCOSX def2/J DEFGRID3
* xyz 1 1
C 4.26308 -1.64253 0.64586
C 4.28884 -1.41655 -0.84939
F 3.10117 -0.85131 -1.30282
P 4.54222 -2.93991 -1.87824
C 5.38360 -4.24417 -0.97107
C 2.91451 -3.51969 -2.35778
C 2.05553 -4.07020 -1.19391
C 0.85821 -3.18603 -0.84910
S -0.14886 -3.02629 -2.34782
C -1.80616 -2.76197 -1.66035
S -2.65325 -4.04520 -1.17293
N -2.33765 -1.46280 -1.57378
C -2.34225 -0.91891 -0.23615
C -3.56984 -0.68019 0.36352
C -3.62387 -0.14898 1.64586
C -2.44800 0.14205 2.33118
C -1.21925 -0.09289 1.71614
C -1.16062 -0.61828 0.43359
C -2.03578 -0.56967 -2.64313
C -1.86136 0.79627 -2.43734
C -1.62532 1.63261 -3.52127
C -1.55473 1.12388 -4.81237
C -1.74319 -0.23666 -5.01720
C -1.99743 -1.07785 -3.94349
C 5.48976 -2.57418 -3.37220
C 5.74545 -1.09037 -3.69618
C 7.05544 -0.51067 -3.18318
O 7.58323 0.40082 -3.76710
N 7.61560 -1.11170 -2.05893
C 8.43842 -0.29696 -1.19773
C 9.80285 -0.23591 -1.43389
C 10.60713 0.52928 -0.60231
C 10.04963 1.23821 0.45636
C 8.68095 1.16807 0.68689
C 7.87395 0.40019 -0.13943
H 5.16730 -2.16333 0.96119
H 3.38560 -2.20723 0.95296
H 4.26510 -0.67380 1.14184
H 5.09225 -0.71460 -1.08914
H 5.04572 -4.28136 0.06051
H 5.11198 -5.18291 -1.45539
H 6.46182 -4.11185 -1.02245
H 2.42753 -2.68713 -2.86729
H 3.10188 -4.30324 -3.09411
H 1.71477 -5.07156 -1.45011
H 2.64956 -4.18688 -0.28244
H 0.28162 -3.63908 -0.04461
H 1.20949 -2.20973 -0.52152
H -4.47940 -0.90456 -0.17686
H -4.57551 0.03340 2.12690
H -2.47911 0.55447 3.32764
H -0.30708 0.16151 2.24019
H -0.20530 -0.75929 -0.05278
H -1.92263 1.23274 -1.45126
H -1.50631 2.69485 -3.35592
H -1.38093 1.77484 -5.65686
H -1.71058 -0.66015 -6.01188
H -2.17978 -2.13043 -4.11860
H 6.45152 -3.08051 -3.27501
H 4.96242 -3.04703 -4.20015
H 5.80008 -0.96476 -4.77344
H 4.94333 -0.44418 -3.33548
H 6.94047 -1.63203 -1.51616
H 10.23077 -0.78087 -2.26334
H 11.67383 0.56926 -0.77412
H 10.66021 1.84714 1.10480
H 8.23582 1.71622 1.50571
H 6.80743 0.35929 0.06202
C 10.51955 5.18482 -0.76042
C 11.23776 6.42372 -0.26020
O 10.91933 6.41867 1.12084
C 10.67204 5.13901 1.49898
O 10.59817 4.75205 2.61359
O 10.52571 4.35176 0.40387
F 10.76850 7.55662 -0.82577
H 9.49102 5.42291 -1.03407
H 11.01746 4.68648 -1.58672
H 12.32265 6.39881 -0.37325
C -2.36720 3.55119 1.46164
C -3.35032 3.96059 2.53839
O -3.70847 5.26846 2.12875
C -3.54929 5.35236 0.78308
O -3.99550 6.21170 0.10289
O -2.83391 4.29517 0.33132
F -2.78196 4.01101 3.76412
H -1.35550 3.87248 1.71563
H -2.37567 2.48772 1.24673
H -4.25015 3.34455 2.59203
C -7.44970 1.52962 5.62738
C -7.55927 1.08030 4.18225
O -6.21623 1.25056 3.72567
C -5.39023 1.14378 4.79160
O -4.21035 1.00344 4.71194
O -6.08294 1.20779 5.93835
F -8.37455 1.87166 3.45435
H -7.59144 2.60767 5.70775
H -8.12242 1.01175 6.30306
H -7.84516 0.03839 4.04297
C -4.02525 -2.34472 4.79667
C -4.48006 -3.76899 5.05135
O -5.87782 -3.61147 5.23473
C -6.26990 -2.49908 4.56814
O -7.39285 -2.19544 4.34071
O -5.19155 -1.77425 4.19564
F -3.93608 -4.29685 6.16865
H -3.80855 -1.82966 5.73331
H -3.17771 -2.26019 4.12266
H -4.30995 -4.45759 4.22188
C -5.95874 -5.31755 -2.38156
C -7.09344 -5.18172 -1.38636
O -8.11097 -5.95701 -1.98255
C -7.52575 -6.90274 -2.77427
O -8.07438 -7.84265 -3.22782
O -6.21314 -6.60283 -2.94902
F -7.51544 -3.90195 -1.25323
H -6.03710 -4.55181 -3.15529
H -4.97088 -5.28885 -1.93143
H -6.87779 -5.58014 -0.39316
C -7.09651 6.25575 -0.47518
C -7.26262 4.78290 -0.16704
O -8.64383 4.67845 0.09543
C -9.28324 5.68361 -0.57857
O -10.44902 5.73915 -0.75318
O -8.37718 6.58552 -1.02182
F -6.56323 4.39205 0.93365
H -6.92827 6.82438 0.43980
H -6.30310 6.46591 -1.18451
H -7.00338 4.11394 -0.98959
*
```

## Properties
- Lowest unoccupied orbital energy: -3.2 eV

---

Here is a molecular structure, C46H51N15O6Pb from the OMol25 dataset. Energies are from ωB97M-V/def2-TZVPD.

Geometry as ORCA input:
```
! wB97M-V def2-TZVPD RIJCOSX def2/J DEFGRID3
* xyz 2 1
Pb -0.26383 0.07218 -0.07863
N 0.54072 -0.81193 -4.92425
C 0.43041 -1.30386 -3.68417
N 0.21747 -0.31805 -2.84070
C 0.20097 0.78891 -3.64539
N 0.39564 0.51410 -4.91697
C -0.02112 2.15697 -3.18559
C 0.00683 3.21192 -4.10536
N -0.18794 4.46150 -3.72928
C -0.41574 4.68016 -2.44088
C -0.45142 3.63881 -1.52496
N -0.25207 2.37256 -1.89200
H 0.68061 -1.29709 -5.79559
H 0.50975 -2.35223 -3.44584
H 0.19310 3.02410 -5.15481
H -0.57592 5.70645 -2.13453
H -0.65841 3.81744 -0.48242
C 3.92671 -2.23463 -3.19443
O 4.92674 -2.14652 -2.18452
C 5.17419 -3.25963 -1.42983
C 6.50165 -3.65932 -1.32436
C 6.85451 -4.76947 -0.58056
C 5.87265 -5.50287 0.07221
C 4.55493 -5.09420 0.00165
C 4.18676 -3.96300 -0.72424
N 2.80756 -3.60424 -0.75487
C 2.25044 -2.43285 -0.32740
N 3.16198 -1.51127 0.06181
C 3.16673 -0.12120 0.12701
C 2.10804 0.75515 0.04487
C 2.28496 2.12473 0.00066
C 3.56531 2.64621 0.07229
C 4.65770 1.80018 0.20671
C 4.47241 0.43309 0.24954
O 5.45755 -0.47824 0.36337
C 6.79214 -0.07387 0.07283
N 0.96112 -2.22047 -0.35464
C 0.09827 -3.31588 -0.54647
C -0.90541 -3.25373 -1.51356
C -1.69914 -4.35111 -1.80966
C -1.51884 -5.53976 -1.12211
C -0.59073 -5.60365 -0.09312
C 0.19724 -4.50167 0.22070
O 1.11237 -4.49498 1.22845
C 1.16858 -5.62706 2.08299
H 4.34590 -1.81022 -4.10649
H 3.04821 -1.65806 -2.89866
H 3.63899 -3.26893 -3.38554
H 7.23918 -3.08767 -1.87329
H 7.89069 -5.07493 -0.53148
H 6.13805 -6.38526 0.63797
H 3.78227 -5.64788 0.52207
H 2.16697 -4.37000 -0.87162
H 4.10576 -1.87411 0.12389
H 1.44523 2.80098 -0.03644
H 3.70262 3.71913 0.07159
H 5.65290 2.21463 0.29009
H 7.37759 -0.98805 0.05067
H 7.18487 0.58469 0.84891
H 6.84334 0.42307 -0.89733
H -1.04598 -2.32479 -2.04953
H -2.43968 -4.28152 -2.59620
H -2.11060 -6.40992 -1.37125
H -0.48638 -6.52428 0.46649
H 1.83388 -5.35032 2.89734
H 1.57986 -6.49953 1.56910
H 0.18179 -5.87244 2.48093
C -4.61974 -6.17956 3.31828
O -4.26144 -5.20225 2.34346
C -3.32121 -4.30282 2.63707
C -2.58499 -4.27274 3.82897
C -1.55076 -3.34501 3.98937
C -1.23989 -2.39090 3.04474
C -0.11832 -1.46125 3.23818
C 0.50099 -1.37508 4.61392
O 0.34242 -0.75657 2.34936
C -2.07538 -2.32648 1.85563
O -2.06774 -1.35802 1.06147
C -3.05413 -3.35305 1.66856
H -5.28836 -6.86585 2.80997
H -5.14143 -5.71982 4.15949
H -3.74816 -6.72681 3.68236
H -2.79795 -4.96240 4.63361
H -0.97283 -3.39554 4.90210
H 0.97606 -2.32122 4.87976
H -0.25286 -1.15290 5.37004
H 1.26232 -0.60049 4.61541
H -3.63950 -3.35355 0.75950
C -1.45437 3.80417 5.90615
C 0.04154 3.50037 5.86828
C 0.30945 2.01630 6.10583
C 0.67832 3.98673 4.55676
N 0.11747 3.33931 3.37978
C 0.44026 2.17672 2.80505
N -0.35578 1.99776 1.77362
N -1.17215 3.07005 1.73890
N -0.89330 3.87854 2.68599
H -1.87138 3.50050 6.86597
H -1.98742 3.26483 5.12077
H -1.64611 4.86960 5.77653
H 0.53435 4.07296 6.65755
H -0.23549 1.40188 5.38421
H -0.02780 1.73116 7.10193
H 1.37586 1.78583 6.03646
H 1.75086 3.79446 4.55783
H 0.50583 5.05432 4.43502
H 1.22251 1.51031 3.12449
N -6.50073 -0.16057 0.33651
C -5.51738 0.69775 -0.01460
C -4.18786 0.26607 -0.24677
N -3.24460 1.11939 -0.59093
C -3.56977 2.40382 -0.74076
C -4.86888 2.82430 -0.50083
N -5.82147 1.98348 -0.13719
H -6.33989 -1.14715 0.38006
H -7.42800 0.19719 0.48210
H -3.91147 -0.77117 -0.13257
H -2.80559 3.09585 -1.04790
H -5.14895 3.86576 -0.60713
*
```

## Properties
- Lowest unoccupied orbital energy (alpha / beta): -7.1 / -7.5 eV

---

Here is 7 unconnected molecules or ions with the total composition C46H52B2F11O4P2S at a distorted geometry from the OMol25 dataset. Energies are from ωB97M-V/def2-TZVPD.

Geometry as ORCA input:
```
! wB97M-V def2-TZVPD RIJCOSX def2/J DEFGRID3
* xyz -1 1
C 3.50574 -1.47198 1.22412
C 3.49706 -2.81789 0.49364
O 2.57208 -3.77200 1.02912
P 0.99089 -3.37774 0.91334
O 0.57750 -2.82760 2.19759
C 0.69403 -2.32573 -0.51293
C -0.76951 -2.22559 -0.94888
B -1.71905 -1.19752 -0.06245
P -3.26799 -0.97063 -1.24528
S -2.99215 0.23355 -2.80668
B -2.36710 -2.04652 1.27639
O -2.27582 -3.42702 1.35876
C -3.15835 -1.36901 2.49882
C -2.20786 -1.37272 3.70694
C -0.97077 0.18287 0.32122
F -0.02556 -0.01641 1.28736
F -0.25320 0.63511 -0.75501
C -1.78284 1.40735 0.83446
F -3.04117 1.47890 0.45067
F -1.77101 1.44703 2.16497
F -1.17872 2.54090 0.44454
O 0.30400 -4.78013 0.56798
C 0.26338 -5.66160 1.68840
C -0.51740 -6.92086 1.31069
H 4.48176 -1.30101 1.66341
H 2.77030 -1.42325 2.01636
H 3.34173 -0.64714 0.54146
H 4.47329 -3.27059 0.60841
H 3.35722 -2.69119 -0.57516
H 1.27082 -2.76815 -1.33002
H 1.16873 -1.37524 -0.33007
H -1.21376 -3.21109 -1.03631
H -0.75691 -1.81389 -1.95933
H -3.64316 -2.22686 -1.76415
H -4.34012 -0.48870 -0.45716
H -2.06208 -3.70078 2.25982
H -3.99441 -2.02461 2.75890
H -3.55742 -0.38922 2.26087
H -1.25017 -0.91960 3.48320
H -2.61751 -0.88745 4.58971
H -1.98575 -2.40025 3.98294
H -0.24705 -5.20661 2.52599
H 1.25545 -5.93939 2.02938
H -1.43427 -6.95098 1.88856
H 0.03212 -7.81551 1.55669
H -0.82713 -6.90214 0.27530
F 3.28355 7.52554 1.57300
C 2.91600 6.34701 1.01372
C 3.74401 5.76098 0.07782
C 3.36919 4.55110 -0.48948
C 2.17422 3.94900 -0.12245
C 1.35368 4.55535 0.81741
C 1.72639 5.76085 1.39506
H 4.66991 6.24784 -0.20138
H 4.01253 4.07847 -1.21959
H 1.87917 3.00723 -0.56688
H 0.42225 4.08696 1.09953
H 1.10224 6.24469 2.13513
F 1.00420 -7.96557 3.71349
C 1.16010 -7.32568 4.88936
C 2.29148 -6.56266 5.09173
C 2.44325 -5.89835 6.29886
C 1.47283 -6.01183 7.28461
C 0.34408 -6.78727 7.06116
C 0.18002 -7.44749 5.85276
H 3.03726 -6.48966 4.31121
H 3.32010 -5.28863 6.46889
H 1.59582 -5.49290 8.22599
H -0.41269 -6.87762 7.82893
H -0.69717 -8.04889 5.65362
F -3.69364 -4.94810 4.60281
C -4.69825 -4.36256 5.28027
C -4.78005 -4.54344 6.64640
C -5.81422 -3.93562 7.34311
C -6.75213 -3.16612 6.66883
C -6.65356 -2.99956 5.29408
C -5.61824 -3.59734 4.59282
H -4.04180 -5.15186 7.15200
H -5.88702 -4.06272 8.41510
H -7.55875 -2.69532 7.21546
H -7.38381 -2.40187 4.76553
H -5.51981 -3.47248 3.52319
F -1.05416 -1.59022 -6.68129
C -1.30004 -0.34513 -7.13394
C -1.36670 0.69971 -6.23443
C -1.61591 1.97671 -6.71335
C -1.80355 2.19459 -8.07377
C -1.73565 1.12857 -8.95881
C -1.47749 -0.15217 -8.48998
H -1.22953 0.51257 -5.17596
H -1.66538 2.80544 -6.01974
H -2.00117 3.18810 -8.43981
H -1.88507 1.29359 -10.01823
H -1.41371 -0.99607 -9.16489
F 9.53079 4.33560 3.05693
C 8.70664 5.33778 2.68888
C 9.23836 6.44310 2.05661
C 8.38784 7.47041 1.67527
C 7.02769 7.38351 1.93749
C 6.51410 6.26483 2.57845
C 7.35669 5.22912 2.95417
H 10.30264 6.49359 1.86794
H 8.78847 8.34053 1.17243
H 6.36611 8.18730 1.64219
H 5.45430 6.19960 2.78480
H 6.97502 4.34471 3.44680
F -2.38102 4.03326 -10.16276
C -2.54142 5.33966 -10.45316
C -3.58471 6.03018 -9.87124
C -3.74438 7.37538 -10.16730
C -2.87023 8.00587 -11.04194
C -1.82994 7.29104 -11.61891
C -1.65782 5.94761 -11.32115
H -4.25820 5.51757 -9.19716
H -4.55305 7.93217 -9.71363
H -3.00004 9.05489 -11.27285
H -1.14960 7.78017 -12.30302
H -0.84880 5.37383 -11.75326
*
```

## Properties
- Lowest unoccupied orbital energy: 2.1 eV

---

Here is a molecular structure, C46H52BaGeN10O3SSeSi from the OMol25 dataset. Energies are from ωB97M-V/def2-TZVPD.

Geometry as ORCA input:
```
! wB97M-V def2-TZVPD RIJCOSX def2/J DEFGRID3
* xyz 0 1
Ba -0.32138 -0.17780 -0.31328
O -1.55540 2.51961 4.21244
C -2.56863 2.95222 3.44729
C -3.72137 3.42728 4.07663
C -4.78242 3.90152 3.32871
C -4.72425 3.90328 1.93683
C -3.59023 3.41127 1.31351
C -2.50734 2.93114 2.04369
C -1.31844 2.39862 1.31022
O -1.41669 2.12280 0.08673
N -0.22901 2.25923 2.06669
N 0.83523 1.76070 1.34807
C 1.95683 1.80975 1.93338
C 3.24554 1.36900 1.30381
C 4.41539 1.97581 1.95604
C 5.55697 2.24336 1.30034
C 5.62444 2.01205 -0.11696
C 4.57369 1.53599 -0.81370
C 3.30432 1.21475 -0.18021
O 2.36261 0.77712 -0.85396
H -0.80577 2.31375 3.58594
H -3.74752 3.42525 5.15931
H -5.66407 4.27749 3.83468
H -5.55625 4.27084 1.35007
H -3.51144 3.38108 0.23232
H 2.03898 2.22810 2.93984
H 4.32916 2.17327 3.01949
H 6.41393 2.65088 1.81925
H 6.54735 2.23991 -0.63726
H 4.62487 1.39149 -1.88546
C -0.37611 -3.86187 -0.83938
C -1.78728 -3.25861 -1.00530
N -1.79976 -2.06858 -1.84467
C -1.42739 -2.25536 -3.24287
C -0.57531 -1.10131 -3.77278
N 0.55880 -0.76339 -2.92155
C 1.71331 -1.65034 -2.92710
C 1.50235 -2.98447 -2.19666
N 0.72016 -2.89308 -0.95895
H -0.23354 -4.66703 -1.56853
H -0.34059 -4.32456 0.14796
H -2.16582 -2.96604 -0.02337
H -2.43133 -4.05875 -1.40098
H -2.67985 -1.57395 -1.76398
H -2.30164 -2.34911 -3.89982
H -0.88903 -3.19823 -3.33730
H -1.20381 -0.21227 -3.82735
H -0.27294 -1.34247 -4.80510
H 0.86737 0.17758 -3.14336
H 2.51646 -1.09965 -2.43432
H 2.05064 -1.89560 -3.94735
H 2.49509 -3.40924 -2.00567
H 1.01173 -3.69165 -2.86646
H 1.31035 -2.96261 -0.14044
S -0.82659 2.57845 -2.96619
C -2.15755 2.65006 -3.93444
N -2.69417 3.90653 -4.21614
C -3.79807 4.10851 -4.95429
C -4.45441 3.04251 -5.47927
C -3.90533 1.77629 -5.17393
N -2.84110 1.57559 -4.44601
H -2.19335 4.67994 -3.80178
H -4.11046 5.13438 -5.09206
H -5.34145 3.15774 -6.08047
H -4.38747 0.87997 -5.55451
Ge 3.49054 -0.64285 1.86109
C 5.16445 -1.24189 1.08134
C 5.07612 -1.97017 -0.10602
C 6.21693 -2.38303 -0.77795
C 7.46980 -2.07153 -0.26721
C 7.57514 -1.35151 0.91468
C 6.43014 -0.93948 1.58274
C 3.32891 -0.74077 3.78388
C 2.15099 -0.29151 4.38758
C 1.99646 -0.38703 5.76265
C 3.00565 -0.93493 6.54317
C 4.17454 -1.39190 5.94977
C 4.33407 -1.29389 4.57426
H 2.36216 -1.31597 1.08505
H 4.10076 -2.20789 -0.51753
H 6.13015 -2.94491 -1.69970
H 8.36286 -2.39180 -0.78880
H 8.55121 -1.10985 1.31628
H 6.52953 -0.36576 2.49703
H 1.33788 0.08431 3.78080
H 1.07719 -0.04404 6.22142
H 2.87884 -1.01216 7.61572
H 4.95680 -1.83099 6.55575
H 5.24253 -1.67235 4.11609
Se -5.19929 1.21312 -1.98266
N -6.02891 1.32752 -0.42027
C -5.23156 0.76091 0.45785
C -5.46960 0.67257 1.86624
C -4.51648 0.07509 2.61545
C -3.33057 -0.46291 2.00126
N -3.07673 -0.43426 0.72619
C -4.00718 0.19048 -0.06342
N -3.82209 0.30100 -1.36012
H -6.36878 1.09563 2.29092
H -4.61929 -0.00113 3.68915
H -2.56630 -0.93456 2.61563
C -2.67501 -3.35778 4.76800
Si -0.99729 -3.82958 4.05964
C 0.23586 -3.98067 5.46700
C -1.14720 -5.48827 3.18717
C -0.47213 -2.56218 2.87424
C -0.08762 -1.68970 2.08977
H -3.00450 -4.05313 5.54407
H -3.43681 -3.34435 3.98325
H -2.62983 -2.35781 5.20822
H -0.06582 -4.74862 6.18418
H 0.32499 -3.03095 6.00137
H 1.22973 -4.23409 5.08968
H -1.47891 -6.27763 3.86708
H -0.18416 -5.78919 2.76675
H -1.86638 -5.42830 2.36576
*
```

## Properties
- Lowest unoccupied orbital energy: -0.8 eV
- Energy above the lowest of the compared OMol25 structures with the same formula, charge and spin: 13.5 kcal per mole